A structure of composition F6H2KN3O13S6. Source: OMol25; level of theory: ωB97M-V/def2-TZVPD.

Positions of all 31 atoms, in Å:
K  -17.24  11.73  -9.75
N  -18.23  8.98  -10.16
S  -19.24  8.23  -9.28
O  -19.35  6.81  -9.49
O  -20.40  8.98  -8.78
F  -18.38  8.29  -7.87
S  -19.09  8.83  -11.57
O  -20.52  9.09  -11.58
O  -18.53  7.79  -12.42
F  -18.51  10.26  -12.08
N  -15.46  11.87  -14.50
S  -15.40  10.38  -13.66
O  -16.50  9.51  -14.05
O  -14.98  10.23  -12.29
F  -14.16  9.71  -14.46
S  -15.34  12.81  -13.30
O  -13.98  13.16  -12.91
O  -16.41  12.68  -12.29
F  -15.85  14.14  -14.04
N  -21.36  12.16  -7.05
S  -20.48  13.44  -7.83
O  -21.29  14.54  -8.37
O  -19.26  13.06  -8.48
F  -19.87  14.15  -6.57
S  -22.40  11.92  -8.16
O  -21.90  11.70  -9.50
O  -23.69  12.60  -7.98
F  -22.74  10.47  -7.61
O  -14.65  13.15  -10.05
H  -14.57  14.09  -10.23
H  -13.75  12.86  -9.87

- Net charge: -2
- Kohn-Sham gap: 0.3011 hartree
- 2S+1: 1
- HOMO energy: -4.7 eV
- Strongest force on any atom: 8.151 eV/Å